Record 1
The following is a quantum chemistry calculation of a 7-piece molecular cluster, C22H59ClO6P overall, from the Open Molecules 2025 dataset.

Kohn-Sham gap, eV: 8.21
E_tot, eV: -57860.5782
Highest occupied orbital energy, eV: -11.14

```
! wB97M-V def2-TZVPD RIJCOSX def2/J DEFGRID3
* xyz 1 1
C -1.699 0.266 2.601
C -2.470 1.448 3.205
C -3.462 2.140 2.255
Cl -2.902 2.220 0.577
P -5.103 1.381 2.253
C -5.055 -0.358 2.642
H -2.067 -0.047 1.629
H -1.769 -0.593 3.266
H -0.643 0.500 2.525
H -1.785 2.230 3.522
H -3.007 1.122 4.097
H -3.610 3.171 2.576
H -5.681 1.602 1.014
H -5.859 2.051 3.202
H -4.906 -0.476 3.712
H -4.203 -0.788 2.120
H -5.974 -0.844 2.327
C 2.167 2.668 0.353
C 1.695 2.384 -1.058
C 1.565 3.643 -1.897
O 0.443 1.666 -1.028
H 1.452 3.320 0.869
H 2.261 1.740 0.915
H 3.142 3.151 0.350
H 2.397 1.702 -1.537
H 0.835 4.323 -1.447
H 1.232 3.404 -2.906
H 2.519 4.167 -1.960
H -0.193 2.252 -0.606
C 0.393 -2.838 -1.044
C 1.477 -2.097 -0.279
C 0.979 -1.630 1.077
O 1.957 -0.989 -1.030
H -0.459 -2.177 -1.229
H 0.769 -3.174 -2.011
H 0.038 -3.701 -0.479
H 2.339 -2.753 -0.144
H 0.151 -0.932 0.923
H 1.764 -1.105 1.622
H 0.622 -2.465 1.684
H 1.214 -0.381 -1.144
C -3.961 -6.454 0.008
C -3.350 -5.084 0.254
C -3.473 -4.180 -0.964
O -1.986 -5.200 0.656
H -3.444 -6.953 -0.816
H -3.865 -7.080 0.894
H -5.017 -6.378 -0.253
H -3.848 -4.617 1.107
H -2.932 -4.613 -1.809
H -3.041 -3.199 -0.761
H -4.515 -4.052 -1.263
H -1.508 -5.621 -0.067
C -7.957 2.626 -0.838
C -7.376 3.927 -0.309
C -7.236 4.978 -1.392
O -6.103 3.690 0.326
H -7.308 2.208 -1.612
H -8.062 1.890 -0.039
H -8.941 2.786 -1.278
H -8.009 4.310 0.493
H -6.567 4.624 -2.181
H -6.823 5.899 -0.983
H -8.202 5.202 -1.845
H -5.497 3.397 -0.367
C 6.823 2.771 -0.928
C 6.457 2.227 0.446
C 7.580 1.390 1.036
O 5.259 1.450 0.392
H 7.020 1.945 -1.617
H 6.004 3.362 -1.339
H 7.715 3.396 -0.884
H 6.217 3.063 1.106
H 7.754 0.548 0.365
H 7.284 0.994 2.007
H 8.511 1.947 1.156
H 5.446 0.658 -0.136
C 7.408 -3.331 -1.364
C 6.196 -2.434 -1.179
C 5.244 -2.501 -2.362
O 6.607 -1.082 -0.935
H 7.972 -3.024 -2.249
H 8.070 -3.268 -0.501
H 7.108 -4.370 -1.499
H 5.668 -2.720 -0.268
H 5.756 -2.177 -3.273
H 4.386 -1.851 -2.204
H 4.891 -3.522 -2.522
H 7.080 -0.777 -1.719
*
```

Record 2
The following is a quantum chemistry calculation of C22H60AsF6O20S8 as an isolated structure in a non-equilibrium geometry, from the Open Molecules 2025 dataset.

Kohn-Sham gap, eV: 7.87
E_tot, eV: -228564.1034
Highest occupied orbital energy, eV: -6.27
Energy above the lowest of the compared OMol25 structures with the same formula, charge and spin, eV: 0.996

```
! wB97M-V def2-TZVPD RIJCOSX def2/J DEFGRID3
* xyz -1 1
As 0.032 -0.767 -0.474
F -0.361 0.490 -1.632
F 0.556 -1.702 -1.848
F 0.331 -2.158 0.501
F -0.441 0.301 0.807
F -1.580 -1.321 -0.744
F 1.659 -0.150 -0.332
O 3.641 0.993 1.878
S 4.376 -0.196 2.138
O 3.775 -1.390 2.639
O 5.281 -0.543 0.864
C 4.600 -0.859 -0.349
C 4.051 -2.302 -0.336
C 5.718 0.194 3.259
H 5.383 -0.916 -1.109
H 3.818 -0.171 -0.644
H 4.611 -3.002 0.278
H 3.816 -2.706 -1.317
H 3.076 -2.199 0.162
H 5.462 1.062 3.862
H 6.588 0.455 2.664
H 5.856 -0.654 3.921
O -0.917 4.033 2.732
S -0.186 4.506 1.612
O -0.815 5.281 0.589
O 1.057 5.350 2.161
C 1.740 6.278 1.282
C 0.884 7.475 0.945
C 0.604 3.109 0.858
H 2.033 5.666 0.433
H 2.530 6.670 1.915
H 1.377 8.447 0.847
H 0.258 7.729 1.813
H 0.179 7.310 0.136
H -0.272 2.530 0.575
H 1.195 2.478 1.516
H 1.215 3.422 0.015
O -4.192 3.175 -3.944
S -3.649 4.235 -3.148
O -3.605 5.566 -3.645
O -4.481 4.226 -1.784
C -4.577 2.981 -1.061
C -5.572 3.199 0.062
C -2.047 3.729 -2.557
H -3.592 2.672 -0.704
H -4.971 2.226 -1.750
H -5.190 3.998 0.703
H -5.722 2.333 0.704
H -6.537 3.441 -0.382
H -1.945 4.392 -1.699
H -1.290 4.009 -3.283
H -2.060 2.666 -2.389
O -0.867 -4.732 4.046
S 0.196 -3.916 4.537
O 0.419 -3.751 5.928
O 1.570 -4.444 3.909
C 1.522 -4.866 2.521
C 2.669 -5.868 2.374
C 0.125 -2.281 3.826
H 1.693 -3.996 1.889
H 0.577 -5.386 2.379
H 2.661 -6.471 3.280
H 3.599 -5.324 2.228
H 2.517 -6.530 1.521
H 1.148 -1.933 3.897
H -0.637 -1.798 4.446
H -0.351 -2.171 2.853
O 1.739 4.022 -3.168
S 2.254 2.937 -3.937
O 1.480 2.263 -4.908
O 3.592 3.418 -4.697
C 4.137 4.724 -4.423
C 5.267 4.684 -3.403
C 2.935 1.687 -2.894
H 3.362 5.415 -4.086
H 4.512 5.125 -5.367
H 6.194 4.290 -3.817
H 4.942 4.297 -2.445
H 5.539 5.747 -3.310
H 3.715 1.983 -2.200
H 3.464 0.968 -3.526
H 2.080 1.127 -2.514
O -3.010 -4.580 1.240
S -2.797 -5.867 0.665
O -3.636 -6.352 -0.384
O -1.266 -6.114 0.249
C -0.780 -5.441 -0.938
C 0.697 -5.724 -1.043
C -2.850 -7.105 1.946
H -0.946 -4.365 -0.844
H -1.353 -5.796 -1.798
H 1.052 -6.746 -0.928
H 1.234 -5.038 -0.391
H 0.975 -5.495 -2.079
H -2.163 -7.913 1.720
H -3.888 -7.418 1.970
H -2.539 -6.676 2.898
C -4.278 1.225 3.784
S -3.324 -0.265 4.131
O -4.256 -1.026 5.008
C -3.359 -1.121 2.522
H -3.882 1.820 2.954
H -4.334 1.862 4.657
H -5.215 0.849 3.370
H -4.276 -1.636 2.239
H -2.746 -1.942 2.923
H -2.845 -0.653 1.688
C -2.653 -2.526 -3.442
S -4.068 -1.745 -4.270
O -5.323 -2.116 -3.564
C -3.810 0.007 -4.011
H -2.710 -2.662 -2.366
H -1.720 -2.003 -3.659
H -2.596 -3.484 -3.957
H -2.881 0.344 -4.495
H -3.728 0.196 -2.941
H -4.476 0.690 -4.536
*
```

Record 3
The following is a quantum chemistry calculation of a 7-piece molecular cluster, C22H60N2O13 overall in a non-equilibrium geometry, from the Open Molecules 2025 dataset.

Kohn-Sham gap, eV: 9.01
E_tot, eV: -53373.9511
SMILES: COCCNCCOC.COCCNCCOC.OCCO.OCCO.OCCO.OCCO.CCO
Highest occupied orbital energy, eV: -8.75
Energy above the lowest of the compared OMol25 structures with the same formula, charge and spin, eV: 5.574

```
! wB97M-V def2-TZVPD RIJCOSX def2/J DEFGRID3
* xyz 0 1
C 0.101 0.408 -5.844
O 0.903 -0.741 -5.651
C 0.800 -1.455 -4.433
C 1.242 -0.506 -3.337
N 1.321 -1.243 -2.122
C 2.035 -0.586 -1.029
C 1.820 -1.372 0.136
O 2.404 -1.058 1.215
C 2.064 -1.949 2.303
H 0.738 1.284 -5.736
H -0.839 0.488 -5.231
H -0.378 0.341 -6.824
H 1.400 -2.346 -4.438
H -0.234 -1.801 -4.220
H 0.437 0.244 -3.170
H 2.189 -0.108 -3.499
H 1.822 -2.179 -2.208
H 1.661 0.438 -0.858
H 3.082 -0.515 -1.249
H 2.022 -2.342 -0.086
H 0.724 -1.196 0.213
H 2.310 -1.537 3.250
H 2.655 -2.865 2.192
H 1.013 -2.207 2.347
C 2.610 -1.420 6.286
O 1.405 -1.296 5.567
C 1.143 0.024 5.061
C -0.229 -0.019 4.345
N -0.307 1.305 3.641
C -1.455 1.384 2.689
C -1.650 2.715 1.984
O -2.610 2.940 1.255
C -3.721 3.500 1.730
H 3.315 -0.705 5.827
H 3.065 -2.375 6.195
H 2.548 -1.092 7.343
H 1.909 0.392 4.363
H 1.274 0.738 5.871
H -0.986 -0.218 5.042
H -0.221 -0.758 3.604
H 0.541 1.311 3.208
H -2.316 1.098 3.292
H -1.545 0.637 1.954
H -0.866 2.885 1.297
H -1.497 3.544 2.692
H -3.993 3.082 2.739
H -4.523 3.637 1.081
H -3.414 4.450 2.000
O 2.711 3.046 -2.631
C 1.532 3.014 -3.412
C 0.446 3.395 -2.575
O -0.733 3.382 -3.262
H 3.296 2.338 -2.926
H 1.596 3.777 -4.247
H 1.145 2.099 -3.895
H 0.623 4.466 -2.406
H 0.283 2.897 -1.588
H -1.421 3.104 -2.620
O -2.826 2.212 -1.660
C -2.543 0.895 -2.070
C -1.535 0.371 -1.194
O -1.314 -0.988 -1.513
H -3.393 2.110 -0.905
H -3.493 0.349 -1.949
H -2.286 0.842 -3.114
H -1.790 0.301 -0.111
H -0.600 0.874 -1.171
H -0.350 -1.101 -1.758
O 1.865 -3.991 -2.520
C 0.610 -4.679 -2.502
C -0.403 -4.022 -1.755
O -1.506 -4.905 -1.567
H 2.587 -4.544 -2.301
H 0.273 -4.845 -3.475
H 0.921 -5.712 -2.118
H -0.696 -3.187 -2.494
H -0.057 -3.725 -0.766
H -2.234 -4.465 -1.067
O -3.221 -2.313 -0.148
C -2.261 -2.465 0.909
C -2.995 -2.004 2.087
O -2.166 -2.164 3.259
H -2.842 -2.012 -0.930
H -2.089 -3.556 1.048
H -1.383 -1.883 0.584
H -4.018 -2.327 2.188
H -3.102 -0.912 1.994
H -2.585 -1.797 4.068
C 1.811 3.737 1.229
C 1.781 2.430 0.779
O 1.834 1.578 1.871
H 1.410 3.771 2.202
H 1.314 4.361 0.493
H 2.801 4.107 1.293
H 2.562 2.367 0.093
H 0.874 2.150 0.184
H 1.776 0.652 1.607
*
```

Record 4
The following is a quantum chemistry calculation of a 7-piece molecular cluster, C22H60N2O13 overall in a non-equilibrium geometry, from the Open Molecules 2025 dataset.

Kohn-Sham gap, eV: 9.34
E_tot, eV: -53373.3755
SMILES: COCCNCCOC.COCCNCCOC.OCCO.OCCO.OCCO.OCCO.CCO
Highest occupied orbital energy, eV: -8.95
Energy above the lowest of the compared OMol25 structures with the same formula, charge and spin, eV: 6.149

```
! wB97M-V def2-TZVPD RIJCOSX def2/J DEFGRID3
* xyz 0 1
C 4.430 -19.783 10.425
O 4.834 -20.386 9.212
C 5.569 -21.565 9.337
C 6.230 -21.653 8.019
N 6.749 -22.977 7.762
C 7.256 -22.959 6.347
C 8.066 -24.187 6.096
O 8.538 -24.464 4.967
C 9.818 -23.910 4.725
H 3.515 -20.221 10.894
H 4.107 -18.765 10.119
H 5.165 -19.667 11.223
H 4.988 -22.483 9.522
H 6.271 -21.445 10.120
H 7.014 -20.954 7.984
H 5.429 -21.407 7.279
H 6.048 -23.630 7.831
H 7.915 -22.091 6.123
H 6.529 -22.827 5.593
H 7.290 -24.917 6.248
H 8.853 -24.398 6.878
H 10.454 -24.006 5.574
H 9.689 -22.879 4.595
H 10.258 -24.343 3.834
C 10.424 -22.207 8.353
O 10.348 -22.100 9.802
C 9.337 -21.265 10.324
C 9.108 -21.652 11.776
N 8.091 -20.798 12.348
C 7.693 -21.152 13.689
C 6.695 -20.194 14.361
O 6.031 -20.468 15.333
C 5.106 -19.543 15.945
H 11.293 -22.760 7.968
H 10.390 -21.221 7.883
H 9.509 -22.683 7.978
H 8.445 -21.363 9.674
H 9.693 -20.246 10.294
H 10.012 -21.509 12.290
H 8.854 -22.709 11.877
H 8.347 -19.793 12.324
H 8.634 -21.196 14.347
H 7.355 -22.201 13.705
H 6.063 -19.755 13.600
H 7.253 -19.282 14.668
H 4.689 -20.231 16.724
H 4.375 -19.166 15.256
H 5.605 -18.705 16.439
O 3.656 -22.971 7.040
C 2.182 -23.074 7.195
C 1.876 -22.903 8.616
O 2.536 -21.847 9.284
H 3.754 -23.512 6.221
H 1.636 -22.519 6.446
H 1.846 -24.089 6.875
H 2.157 -23.884 9.059
H 0.745 -22.966 8.776
H 3.436 -21.900 8.881
O -2.472 -22.588 13.170
C -1.152 -22.959 12.818
C -0.935 -22.584 11.447
O -1.745 -23.534 10.749
H -2.606 -21.672 12.844
H -0.625 -22.174 13.405
H -0.727 -23.927 13.254
H 0.055 -22.831 11.063
H -1.116 -21.482 11.403
H -2.221 -24.035 11.478
O 2.785 -16.788 12.453
C 3.764 -17.313 13.273
C 5.065 -16.805 12.898
O 6.018 -17.307 13.811
H 1.875 -17.084 12.695
H 3.478 -17.016 14.234
H 3.920 -18.380 12.916
H 5.114 -15.755 12.869
H 5.195 -17.233 11.907
H 6.666 -17.830 13.323
O 1.318 -20.963 14.774
C 0.963 -19.608 14.467
C 0.937 -19.307 12.998
O 0.509 -17.968 12.644
H 2.270 -21.054 14.491
H -0.011 -19.497 14.973
H 1.683 -18.942 14.933
H 0.307 -19.980 12.393
H 1.949 -19.350 12.510
H 0.203 -18.034 11.755
C 4.627 -22.907 12.268
C 3.442 -22.304 12.716
O 3.878 -21.170 13.471
H 4.562 -23.621 11.492
H 5.314 -23.414 12.966
H 5.342 -22.095 11.953
H 2.987 -23.039 13.294
H 2.639 -21.939 12.027
H 4.563 -21.416 14.085
*
```

no.,molar mass (Da)
1,486.13
2,1090.15
3,560.72
4,560.72